Entry 1:
Molecular formula: C36H65N2O23
Method: DFT, wB97M-V/def2-TZVPD

Positions of all 126 atoms, in Å:
1 C 0.262 -1.412 -1.383
2 C -0.415 -1.253 -0.034
3 N -0.558 0.113 0.352
4 C 0.574 0.915 0.582
5 C 0.042 2.165 0.806
6 N -1.349 2.154 0.572
7 C -1.707 0.837 0.280
8 C -2.250 3.285 0.412
9 H 0.295 -2.466 -1.659
10 H 1.321 -1.165 -1.460
11 H -0.324 -0.894 -2.142
12 H 0.204 -1.750 0.712
13 H -1.342 -1.813 0.089
14 H 1.552 0.459 0.558
15 H 0.506 3.125 0.982
16 H -2.702 0.464 0.089
17 H -2.250 3.677 -0.605
18 H -1.807 3.971 1.134
19 H -3.227 2.992 0.795
20 C -3.629 2.277 -5.560
21 C -2.721 1.515 -6.442
22 C -2.845 -0.105 -6.459
23 O -2.147 -0.723 -7.284
24 C -3.930 -0.627 -5.758
25 C -4.786 0.092 -5.040
26 C -4.579 1.579 -4.869
27 O -5.376 2.249 -4.078
28 O -5.753 -0.621 -4.558
29 O -1.920 2.026 -7.191
30 H -3.490 3.345 -5.484
31 H -4.028 -1.692 -5.910
32 C -5.083 -2.633 3.595
33 C -6.307 -2.311 3.041
34 C -6.960 -3.324 2.128
35 O -8.024 -2.991 1.487
36 C -6.384 -4.525 1.878
37 C -5.164 -5.019 2.468
38 C -4.430 -3.920 3.406
39 O -3.310 -4.145 3.858
40 O -4.667 -6.166 2.262
41 O -6.749 -1.131 3.308
42 H -4.600 -1.966 4.293
43 H -6.871 -5.147 1.142
44 C 7.254 -6.205 -4.816
45 C 6.950 -7.633 -4.655
46 C 6.152 -7.462 -3.331
47 O 6.926 -6.520 -2.580
48 C 7.701 -5.697 -3.477
49 H 6.412 -5.571 -5.091
50 H 8.009 -6.006 -5.576
51 H 7.812 -8.291 -4.542
52 H 6.321 -8.011 -5.461
53 H 5.905 -8.384 -2.805
54 H 5.169 -7.067 -3.586
55 H 8.760 -5.910 -3.335
56 H 7.609 -4.612 -3.504
57 C -1.652 -8.937 -3.731
58 C -1.529 -9.969 -4.920
59 O -0.151 -10.270 -5.295
60 O -3.033 -8.868 -3.373
61 H -1.385 -7.930 -4.051
62 H -1.065 -9.316 -2.894
63 H -1.991 -9.563 -5.820
64 H -2.006 -10.942 -4.801
65 H 0.173 -9.490 -5.752
66 H -3.013 -8.698 -2.428
67 C 3.913 -4.906 5.226
68 C 4.966 -4.699 4.069
69 O 4.645 -3.805 2.963
70 O 2.898 -5.905 4.700
71 H 3.398 -4.026 5.611
72 H 4.445 -5.255 6.112
73 H 5.399 -5.639 3.726
74 H 5.728 -4.071 4.529
75 H 5.456 -3.706 2.459
76 H 2.121 -5.353 4.588
77 C -9.731 5.588 1.599
78 C -10.771 4.532 2.085
79 O -10.623 3.232 1.610
80 O -9.810 5.772 0.199
81 H -8.817 5.140 1.989
82 H -10.047 6.484 2.133
83 H -11.768 4.942 1.922
84 H -10.601 4.404 3.154
85 H -9.913 2.873 2.147
86 H -9.184 5.172 -0.213
87 C 2.490 5.258 -4.097
88 C 3.648 5.769 -3.174
89 O 3.043 6.266 -2.014
90 O 2.662 4.035 -4.786
91 H 2.263 6.106 -4.743
92 H 1.571 5.223 -3.511
93 H 4.354 6.423 -3.687
94 H 4.291 4.928 -2.914
95 H 3.706 6.312 -1.321
96 H 2.081 4.146 -5.542
97 C -7.128 4.148 8.141
98 C -5.713 4.307 7.650
99 O -5.352 3.863 6.370
100 O -7.393 2.799 8.319
101 H -7.857 4.601 7.468
102 H -7.335 4.555 9.130
103 H -5.014 3.810 8.322
104 H -5.526 5.380 7.685
105 H -5.518 2.935 6.188
106 H -7.606 2.490 7.436
107 C 6.884 9.447 3.282
108 C 6.381 8.083 3.885
109 O 5.067 8.018 3.356
110 O 6.317 10.472 4.057
111 H 6.698 9.612 2.221
112 H 7.965 9.529 3.398
113 H 6.419 8.063 4.974
114 H 7.029 7.265 3.570
115 H 4.517 8.677 3.785
116 H 5.568 10.751 3.525
117 C 8.472 1.732 -1.510
118 C 8.554 1.818 0.052
119 O 7.343 2.397 0.522
120 O 7.378 0.959 -1.859
121 H 9.331 1.353 -2.064
122 H 8.355 2.751 -1.879
123 H 9.456 2.355 0.346
124 H 8.708 0.811 0.440
125 H 7.128 2.184 1.433
126 H 6.655 1.509 -1.551

Properties
Net charge: -3
E_HOMO (eV): 1.2



Entry 2:
Molecular formula: C23H30N2O6
Method: DFT, wB97M-V/def2-TZVPD

Positions of all 61 atoms, in Å:
1 C -3.577 -5.003 -0.112
2 C -2.828 -5.242 1.189
3 O -2.593 -3.982 1.796
4 C -2.086 -4.023 3.101
5 O -2.179 -2.751 3.653
6 C -3.508 -2.270 3.807
7 C -3.449 -0.918 4.496
8 H -2.961 -1.013 5.462
9 H -2.882 -0.217 3.889
10 H -4.455 -0.534 4.639
11 H -3.985 -2.186 2.824
12 H -4.082 -2.989 4.413
13 C -0.590 -4.408 3.141
14 N 0.135 -3.625 2.177
15 C 0.473 -4.140 0.968
16 O 0.465 -5.335 0.736
17 C 0.925 -3.130 -0.032
18 C 1.981 -3.451 -0.877
19 C 2.420 -2.544 -1.823
20 C 1.793 -1.313 -1.961
21 C 0.713 -1.008 -1.139
22 C 0.283 -1.904 -0.179
23 H -0.577 -1.662 0.429
24 H 0.204 -0.063 -1.264
25 C 2.261 -0.317 -2.989
26 N 2.304 1.025 -2.457
27 C 1.529 2.026 -2.943
28 O 0.827 1.887 -3.927
29 C 1.622 3.313 -2.199
30 C 1.854 3.392 -0.836
31 C 1.890 4.628 -0.206
32 C 1.704 5.798 -0.924
33 C 1.454 5.723 -2.316
34 C 1.409 4.485 -2.927
35 H 1.205 4.383 -3.980
36 O 1.273 6.913 -2.944
37 C 0.996 6.900 -4.324
38 H 0.074 6.353 -4.544
39 H 0.874 7.944 -4.608
40 H 1.821 6.462 -4.895
41 O 1.728 7.051 -0.402
42 C 1.953 7.200 0.977
43 H 1.925 8.272 1.164
44 H 2.933 6.808 1.271
45 H 1.173 6.710 1.569
46 H 2.063 4.664 0.858
47 H 1.974 2.502 -0.236
48 H 2.885 1.189 -1.651
49 H 3.248 -0.602 -3.370
50 H 1.559 -0.281 -3.830
51 H 3.251 -2.796 -2.465
52 H 2.454 -4.416 -0.774
53 H 0.030 -2.626 2.272
54 H -0.214 -4.216 4.148
55 H -0.457 -5.459 2.883
56 H -2.673 -4.754 3.704
57 H -1.877 -5.750 0.985
58 H -3.422 -5.870 1.871
59 H -2.975 -4.383 -0.770
60 H -3.775 -5.953 -0.600
61 H -4.518 -4.495 0.083

Properties
SMILES: CCOC(CNC(=O)c1ccc(CNC(=O)c2ccc(OC)c(OC)c2)cc1)OCC
E_HOMO (eV): -8.3
ΔE to the lowest compared entry with this formula, charge and spin (kcal per mole): 26.0



Entry 3:
Molecular formula: C3H8NO2P
Method: DFT, wB97M-V/def2-TZVPD

Positions of all 15 atoms, in Å:
1 C -1.356 -0.827 0.841
2 C -0.506 1.049 -0.607
3 C -0.714 -0.395 -0.494
4 N 1.522 -0.935 -0.412
5 O 3.927 -0.621 -0.138
6 O -0.373 1.808 0.601
7 P 2.673 0.154 -0.032
8 H -2.321 -0.265 1.003
9 H -0.763 -0.371 1.693
10 H -1.338 -1.884 1.033
11 H 0.285 1.104 -1.305
12 H -1.403 1.373 -1.158
13 H -0.785 -1.009 -1.360
14 H 1.749 -1.856 -0.020
15 H -0.598 2.674 0.355

Properties
E_HOMO (alpha / beta) (eV): -8.7 / -8.7
ΔE to the lowest compared entry with this formula, charge and spin (kcal per mole): 74.6



Entry 4:
Molecular formula: C31H28Cl3GeHgN6O5
Method: DFT, wB97M-V/def2-TZVPD

Positions of all 75 atoms, in Å:
1 Hg -1.135 0.222 0.201
2 O -1.960 -3.283 -2.160
3 C -1.350 -2.332 -1.653
4 N -1.893 -1.166 -1.299
5 C -3.316 -1.093 -1.572
6 C -4.045 0.003 -0.833
7 C -5.351 0.330 -1.193
8 C -6.016 1.318 -0.498
9 C -5.384 1.939 0.574
10 C -4.093 1.562 0.872
11 N -3.435 0.637 0.166
12 C 0.151 -2.520 -1.455
13 C 0.722 -3.703 -1.919
14 C 2.077 -3.912 -1.743
15 C 2.834 -2.928 -1.120
16 C 2.184 -1.784 -0.689
17 N 0.878 -1.586 -0.853
18 H -3.789 -2.048 -1.318
19 H -3.477 -0.951 -2.645
20 H -5.810 -0.180 -2.030
21 H -7.017 1.611 -0.787
22 H -5.878 2.709 1.150
23 H -3.543 2.008 1.693
24 H 0.080 -4.426 -2.402
25 H 2.544 -4.829 -2.083
26 H 3.895 -3.047 -0.941
27 H 2.730 -0.994 -0.179
28 C -1.789 3.877 -0.100
29 O -1.029 2.863 0.548
30 C 0.157 3.225 1.108
31 C 0.656 4.519 1.067
32 C 1.861 4.828 1.679
33 C 2.575 3.843 2.342
34 C 2.089 2.548 2.367
35 C 0.887 2.214 1.750
36 N 0.350 0.899 1.748
37 N 1.105 0.033 2.301
38 C 0.783 -1.268 2.447
39 C -0.521 -1.844 2.232
40 O -1.546 -1.140 2.038
41 C -0.633 -3.289 2.250
42 C 0.434 -4.079 2.463
43 C 1.731 -3.535 2.762
44 C 2.827 -4.380 3.007
45 C 4.067 -3.865 3.300
46 C 4.236 -2.475 3.347
47 C 3.180 -1.631 3.092
48 C 1.900 -2.137 2.793
49 H -2.027 4.685 0.598
50 H -2.707 3.414 -0.447
51 H -1.259 4.277 -0.967
52 H 0.124 5.294 0.535
53 H 2.235 5.843 1.636
54 H 3.511 4.082 2.830
55 H 2.636 1.764 2.870
56 H -1.614 -3.693 2.033
57 H 0.329 -5.158 2.423
58 H 2.674 -5.453 2.966
59 H 4.906 -4.524 3.486
60 H 5.209 -2.064 3.587
61 H 3.320 -0.560 3.115
62 Cl -3.907 3.735 -3.023
63 Ge -2.247 2.101 -2.989
64 Cl -3.076 0.828 -4.729
65 Cl -0.707 3.250 -4.288
66 N 1.618 0.289 -3.778
67 C 2.439 1.357 -3.214
68 C 1.838 1.869 -1.895
69 O 2.430 2.583 -1.130
70 O 0.588 1.452 -1.717
71 H 1.462 0.375 -4.770
72 H 0.440 0.841 -2.484
73 H 1.960 -0.636 -3.558
74 H 2.428 2.211 -3.890
75 H 3.475 1.075 -3.025

Properties
Net charge: -1
E_HOMO (eV): -5.0
ΔE to the lowest compared entry with this formula, charge and spin (kcal per mole): 18.1



Entry 5:
Molecular formula: C5H8N2S
Method: DFT, wB97M-V/def2-TZVPD

Positions of all 16 atoms, in Å:
1 C -0.655 -0.103 0.231
2 C -0.096 1.299 0.723
3 C 1.218 1.023 -0.118
4 C 0.516 -0.120 -0.795
5 C -0.393 -1.386 0.970
6 H -2.935 0.768 -0.834
7 H -0.750 2.102 0.282
8 H -0.107 1.340 1.791
9 H 1.333 1.767 -0.951
10 H 2.107 0.845 0.414
11 H 0.075 0.045 -1.784
12 H 1.151 -1.971 -1.405
13 H -0.693 -1.606 1.972
14 N 1.090 -1.448 -0.622
15 N 0.557 -2.073 0.428
16 S -2.418 -0.482 -0.302

Properties
SMILES: S[C@@]12C=NN[C@@H]1CC2
E_HOMO (eV): -8.6
ΔE to the lowest compared entry with this formula, charge and spin (kcal per mole): 70.6